1.
# C6H10

An isolated molecule of C6H10 at a distorted geometry (ωB97M-V with the def2-TZVPD basis set, the Open Molecules 2025 dataset).

XYZ file:
```
16
Properties=species:S:1:pos:R:3:forces:R:3:lowdin_charge:R:1
C 2.659928 0.734655 -0.184131 0.06 -0.22 0.70 0.106
C 1.659946 0.528313 0.455004 0.50 0.38 -0.42 -0.160
C 0.340716 0.788770 1.023008 -0.04 -0.04 -0.04 -0.190
C -0.797985 0.097250 0.216423 -0.10 -0.06 0.03 -0.421
C -0.679385 0.138114 -1.315896 0.03 0.10 0.02 -0.091
C -0.893614 -1.370839 0.655111 -0.05 -0.08 0.05 -0.093
H 3.625590 1.011294 -0.527924 0.06 -0.26 -0.31 0.022
H 0.399714 1.890190 1.047243 -0.99 -0.22 -0.22 0.124
H 0.232059 0.497242 2.076877 0.27 -0.15 -0.27 0.112
H -1.739547 0.589215 0.492378 0.14 -0.01 0.02 0.128
H -1.547543 -0.363776 -1.766027 0.14 0.16 0.18 0.076
H 0.210744 -0.393846 -1.674119 -0.09 0.16 0.19 0.074
H -0.646218 1.157937 -1.710046 0.04 -0.06 0.08 0.078
H -1.015897 -1.464186 1.739402 0.01 0.02 -0.12 0.074
H -1.752497 -1.855897 0.179079 0.10 0.07 0.06 0.076
H -0.000402 -1.940716 0.365451 -0.09 0.21 0.05 0.085
```
Positions in Å, forces in eV/Å.

Summary:
**Multiplicity**: 1
**Total charge**: 0


2.
# C64H160O32

A 16-piece molecular cluster, C64H160O32 overall at a distorted geometry (ωB97M-V with the def2-TZVPD basis set, the Open Molecules 2025 dataset).

XYZ file:
```
256
Properties=species:S:1:pos:R:3:forces:R:3:lowdin_charge:R:1
C 4.791770 -2.368694 5.297092 1.44 1.39 -1.11 -0.100
O 3.698984 -2.921385 4.655004 -1.25 -2.47 1.22 -0.168
C 2.834713 -2.187718 3.871642 1.62 1.82 -0.96 -0.202
C 3.568542 -1.582872 2.657662 0.88 -0.10 -0.56 -0.151
O 4.381937 -0.377288 2.826089 -1.33 -1.95 -0.47 -0.157
C 3.700372 0.743482 3.247059 -0.27 1.79 0.68 -0.132
H 5.411935 -1.973207 4.492686 0.81 -0.15 0.03 0.082
H 5.348594 -3.114094 5.864928 -0.37 -0.18 -0.16 0.096
H 4.681564 -1.472539 5.907712 -1.03 -0.09 0.43 0.074
H 2.399890 -1.380608 4.461214 -0.47 0.08 0.04 0.103
H 2.078339 -2.811140 3.394818 -0.07 -0.40 0.67 0.106
H 2.888920 -1.641796 1.807521 -0.65 1.55 -0.17 0.106
H 4.280395 -2.281394 2.217842 0.48 -0.43 0.81 0.122
H 3.249617 0.723767 4.239291 0.24 -0.65 0.51 0.064
H 2.867577 1.120626 2.653497 0.06 -0.39 -0.87 0.066
H 4.441680 1.541470 3.289252 0.00 0.10 -0.06 0.101
C 1.103756 5.488232 0.863085 1.22 -0.06 0.23 -0.089
O 1.741685 4.237302 1.228131 -1.28 0.63 -0.44 -0.191
C 0.784919 3.197015 1.497985 0.02 0.04 1.48 -0.173
C -0.136751 3.506894 2.714250 0.75 -0.90 0.29 -0.149
O 0.599539 3.490954 3.982442 -1.95 -1.15 -0.80 -0.184
C 1.509104 4.491578 4.238454 1.32 0.94 -0.27 -0.139
H 0.478569 5.926808 1.640837 -0.96 -0.80 -0.15 0.074
H 0.717925 5.428613 -0.154600 -0.67 -0.04 0.22 0.083
H 1.813408 6.315423 0.847542 0.95 -0.52 -0.29 0.079
H 1.342812 2.299127 1.763807 0.49 0.28 0.40 0.092
H 0.249526 2.736667 0.667596 -0.44 0.98 -0.71 0.108
H -0.877478 2.711081 2.792352 0.48 -0.76 0.18 0.099
H -0.876214 4.301594 2.615522 0.76 1.09 0.02 0.108
H 1.978784 4.413913 5.219006 -0.59 -0.53 0.35 0.085
H 1.065677 5.486784 4.206264 -0.08 0.24 -0.25 0.088
H 2.361770 4.412568 3.564056 -0.02 0.39 -0.35 0.084
C -3.739886 -5.708704 0.411869 -0.20 0.33 0.25 -0.087
O -5.008861 -6.348006 0.209563 0.82 -0.17 -1.86 -0.181
C -6.155770 -6.178336 1.001791 1.04 1.56 1.80 -0.195
C -6.942737 -4.872521 0.770765 -0.12 0.60 -0.51 -0.165
O -6.286610 -3.645566 1.239578 -0.61 -1.22 -0.27 -0.199
C -6.969417 -2.415741 0.995094 0.26 -0.11 -1.41 -0.111
H -3.093451 -5.754898 -0.464539 -0.67 -0.46 -0.62 0.068
H -3.101302 -6.194428 1.149695 -0.45 -0.12 0.63 0.084
H -3.781864 -4.635496 0.597788 -0.46 0.04 0.42 0.066
H -5.777975 -6.206264 2.023843 -0.48 -0.06 0.55 0.122
H -6.812936 -7.033869 0.845929 0.06 0.10 -0.22 0.128
H -7.977486 -4.866134 1.113320 0.04 -0.46 0.94 0.118
H -7.148589 -4.927971 -0.298183 0.58 0.90 -0.67 0.115
H -7.265601 -2.326449 -0.050088 0.32 -0.22 -0.57 0.068
H -6.241455 -1.618707 1.146446 -0.20 -0.01 0.39 0.080
H -7.934283 -2.190617 1.449492 0.18 -0.54 1.14 0.086
C -3.113334 -2.329638 2.698399 -1.79 0.86 0.35 -0.067
O -2.669307 -1.668458 3.900605 -1.22 -0.36 -2.46 -0.193
C -1.944959 -2.485301 4.729427 1.05 0.70 2.29 -0.229
C -2.336153 -2.185765 6.208075 1.72 -1.08 0.00 -0.176
O -1.960021 -0.921372 6.772894 -1.60 0.30 -1.61 -0.165
C -2.813737 0.116117 6.249903 -0.38 0.28 -0.56 -0.110
H -3.501465 -3.324051 2.918851 0.67 -0.34 -0.09 0.093
H -2.540675 -2.241027 1.775199 0.98 -0.37 0.51 0.069
H -4.033826 -1.835170 2.388062 -0.19 0.36 0.21 0.063
H -0.889503 -2.263948 4.570932 0.44 -0.06 0.25 0.107
H -2.041573 -3.562826 4.596336 -0.51 -0.13 -0.30 0.127
H -1.750457 -2.891131 6.797604 0.08 -0.17 0.09 0.105
H -3.366722 -2.505012 6.363346 -0.41 0.73 0.04 0.128
H -2.695471 0.424332 5.211096 1.61 0.04 -0.21 0.062
H -2.775693 1.012506 6.868901 0.02 -0.33 0.22 0.085
H -3.836389 -0.193051 6.033794 -0.50 -0.55 1.32 0.083
C 3.962962 2.238047 -1.068138 -0.74 0.44 1.08 -0.133
O 5.125702 1.653534 -1.511201 1.52 -1.73 -1.51 -0.180
C 5.194756 0.189270 -1.493324 -0.45 1.17 1.13 -0.145
C 6.607018 -0.318221 -1.788437 -0.96 0.58 -0.47 -0.198
O 6.463468 -1.704564 -1.906867 0.45 -1.16 0.08 -0.211
C 7.632808 -2.507473 -1.729642 -0.95 -0.03 0.83 -0.084
H 4.111411 3.314618 -0.984100 0.34 0.01 0.05 0.087
H 3.739618 1.858334 -0.071128 -0.37 0.02 0.27 0.084
H 3.062575 2.145372 -1.675428 -0.02 -0.60 -0.46 0.068
H 4.473541 -0.306677 -2.142938 0.00 0.32 -0.54 0.122
H 4.910522 -0.123660 -0.488644 0.03 -0.09 0.34 0.114
H 7.299712 -0.042874 -0.993157 0.15 0.14 -0.08 0.131
H 6.868922 0.082649 -2.767627 0.62 0.31 0.04 0.129
H 7.287193 -3.534340 -1.848814 0.27 0.07 -0.66 0.056
H 7.937147 -2.526953 -0.683176 0.28 0.59 0.26 0.087
H 8.486193 -2.242081 -2.353654 -0.18 0.00 -0.26 0.095
C -0.169785 -5.262777 12.803914 0.47 -0.24 -0.86 -0.119
O 0.565776 -4.808619 11.652645 -0.73 1.93 -0.33 -0.191
C -0.029774 -3.580285 11.044668 -0.30 -1.47 0.12 -0.160
C 0.601073 -3.073787 9.744414 0.41 -1.98 -1.39 -0.144
O 0.339576 -4.003405 8.589743 0.74 1.80 0.06 -0.214
C 1.034476 -3.483546 7.381897 -0.66 -1.24 1.22 -0.080
H -1.151445 -5.629489 12.503995 -0.19 0.04 -0.01 0.081
H -0.286892 -4.545002 13.615817 0.10 0.46 -0.18 0.078
H 0.396125 -6.102569 13.207151 0.01 0.01 -0.10 0.083
H -0.155886 -2.802179 11.797485 0.76 0.27 0.11 0.115
H -1.071873 -3.782829 10.797470 -0.23 -0.48 -0.21 0.114
H 1.690438 -3.052903 9.713599 0.08 0.49 0.78 0.117
H 0.179686 -2.109562 9.460136 -0.02 0.19 0.31 0.112
H 0.604200 -2.551348 7.015868 -0.24 0.00 0.04 0.058
H 0.950138 -4.300269 6.664998 -0.26 0.24 -0.16 0.087
H 2.105964 -3.330943 7.511161 0.07 0.08 0.48 0.080
C 0.178890 -0.439658 2.587800 0.28 -0.16 0.18 -0.104
O 0.555984 -0.165303 1.284762 -0.37 1.47 -1.28 -0.179
C -0.176247 -0.873576 0.307095 1.83 -1.06 -0.93 -0.185
C -0.598184 -0.122873 -0.954633 0.71 2.01 1.28 -0.126
O 0.345941 0.952659 -1.297742 -0.76 -1.74 1.70 -0.183
C 0.101923 1.434497 -2.560900 0.61 0.20 -1.01 -0.152
H -0.831818 -0.077405 2.775812 -0.20 -0.38 0.34 0.096
H 0.880999 0.067668 3.249447 -0.08 0.09 0.05 0.079
H 0.328600 -1.513558 2.699292 -0.57 -0.24 0.72 0.066
H -0.992648 -1.491213 0.681416 -0.33 0.45 0.27 0.100
H 0.534083 -1.623726 -0.040478 0.13 -0.36 -0.15 0.116
H -1.522629 0.403424 -0.716932 -0.54 -0.20 -0.57 0.123
H -0.661325 -0.859716 -1.755367 -0.31 0.15 -0.19 0.112
H 0.891331 2.158018 -2.764505 0.05 0.02 -0.17 0.076
H -0.846160 1.944934 -2.730293 -0.45 -0.07 0.31 0.092
H 0.190639 0.600277 -3.256830 -0.08 0.07 -0.53 0.069
C 3.074078 6.343748 -2.738849 0.33 -0.66 0.31 -0.120
O 4.319159 6.174967 -3.339885 1.39 0.56 -1.24 -0.187
C 4.236827 6.054619 -4.751115 -0.31 -1.22 -0.51 -0.202
C 5.468161 5.351313 -5.346187 -0.65 0.53 -0.25 -0.160
O 5.124746 4.747966 -6.629573 -0.85 0.89 2.04 -0.194
C 6.147462 3.953431 -7.127808 0.72 0.14 -0.25 -0.138
H 3.336144 6.576761 -1.706795 -0.61 0.34 0.01 0.091
H 2.575509 5.374645 -2.758297 -0.50 -0.13 0.09 0.079
H 2.452857 7.074780 -3.256307 -0.03 0.32 0.25 0.091
H 4.010160 6.975617 -5.288212 -0.03 0.36 0.31 0.129
H 3.434742 5.343264 -4.947900 -0.45 -0.03 -0.30 0.105
H 5.722668 4.641015 -4.559545 0.43 -0.52 -0.37 0.126
H 6.272821 6.071218 -5.495662 0.28 -0.09 0.03 0.125
H 6.716180 3.506811 -6.312214 -0.07 -0.52 -0.04 0.088
H 6.855644 4.566734 -7.684988 0.22 0.08 -0.24 0.084
H 5.716656 3.221436 -7.810953 0.08 -0.13 0.19 0.080
C -3.026946 4.589306 -0.458430 -0.97 0.12 -0.47 -0.091
O -4.196552 4.452170 -1.275984 -0.67 0.57 0.40 -0.237
C -4.920427 5.680781 -1.568103 -0.17 -1.26 -0.92 -0.158
C -6.090028 5.326532 -2.573231 1.89 -0.69 0.43 -0.156
O -5.590174 4.995042 -3.878120 -0.65 1.12 -0.34 -0.189
C -4.933850 3.759011 -4.063409 0.39 0.02 0.26 -0.105
H -2.788044 3.636008 0.013018 0.02 -0.29 -0.55 0.075
H -3.222756 5.232897 0.399208 0.15 0.59 -0.14 0.081
H -2.240164 4.936462 -1.128183 0.44 0.15 0.53 0.087
H -4.295170 6.416373 -2.074127 0.37 -0.05 -0.15 0.119
H -5.268745 6.167311 -0.657022 -0.31 -0.20 0.25 0.113
H -6.743870 6.196263 -2.637747 0.07 -0.07 -0.37 0.121
H -6.653495 4.468288 -2.207134 -0.14 -0.04 0.29 0.101
H -3.925168 3.847266 -3.659842 -0.17 -0.67 0.62 0.082
H -4.738575 3.482972 -5.099636 -0.59 0.80 -0.46 0.080
H -5.563394 2.946831 -3.699888 0.36 -0.21 0.65 0.079
C -0.059057 4.696200 -10.207866 -0.78 -0.12 -0.12 -0.105
O -0.919558 3.575910 -9.980010 0.92 -1.58 0.60 -0.208
C -1.841217 3.541636 -8.870184 1.32 0.95 -0.92 -0.170
C -1.243943 3.376719 -7.460560 0.23 1.10 -1.62 -0.166
O -0.301574 4.451501 -7.253887 -0.19 -1.28 0.23 -0.189
C 0.262029 4.474244 -5.962162 -0.56 0.92 0.80 -0.115
H 0.558630 4.466487 -11.076076 -0.53 -0.13 -0.36 0.083
H 0.697466 4.974019 -9.473976 -0.55 -0.25 0.72 0.071
H -0.755961 5.510628 -10.405736 0.49 0.63 -0.12 0.085
H -2.526565 2.710846 -9.038092 0.12 -0.05 -0.20 0.123
H -2.380587 4.474641 -9.033539 -0.48 0.20 0.94 0.120
H -0.748014 2.409630 -7.377620 0.03 -0.10 0.15 0.125
H -2.140779 3.432836 -6.843605 0.22 0.05 0.80 0.116
H 0.880468 5.368618 -5.886406 -0.12 0.09 -0.12 0.085
H 0.877913 3.672993 -5.553768 0.15 -0.79 -0.97 0.066
H -0.544247 4.547149 -5.232300 -0.22 0.28 0.25 0.081
C 2.378358 1.757072 -8.774244 -0.39 -0.07 0.35 -0.074
O 2.570438 0.959996 -7.609420 -1.33 -0.56 -0.89 -0.192
C 3.113161 1.571211 -6.503031 0.94 -0.15 1.86 -0.202
C 2.848711 0.866626 -5.070354 1.10 0.50 -2.26 -0.154
O 3.247040 -0.496172 -5.064777 -0.79 0.18 -0.06 -0.167
C 2.312107 -1.385164 -5.666376 -0.25 -0.47 -0.14 -0.099
H 1.697813 1.194147 -9.413057 0.11 0.06 -0.03 0.093
H 3.280780 1.996008 -9.336965 0.42 -0.28 0.16 0.084
H 1.909555 2.712592 -8.539094 -0.19 0.12 0.22 0.074
H 2.822776 2.614883 -6.382484 -0.29 0.29 -0.14 0.099
H 4.189592 1.568202 -6.674440 0.42 0.13 0.46 0.114
H 1.849591 1.095701 -4.699707 -0.29 -0.52 -0.14 0.087
H 3.552232 1.383123 -4.417361 0.02 0.01 0.16 0.115
H 2.822670 -2.264100 -6.059947 0.44 0.26 -0.09 0.082
H 1.726364 -0.952965 -6.477680 0.26 0.29 -0.02 0.080
H 1.601131 -1.817101 -4.962077 -0.13 0.29 0.57 0.073
C -8.609457 1.478094 -0.672039 -0.19 1.26 -0.72 -0.128
O -7.991989 1.799516 0.543842 1.28 0.04 1.02 -0.180
C -7.001903 2.881168 0.527351 -0.68 -0.55 -1.60 -0.171
C -6.062327 2.844224 1.710677 -0.91 -1.26 0.13 -0.188
O -5.367691 1.609030 1.696340 -0.83 0.24 -0.45 -0.185
C -4.332040 1.422881 2.614207 0.23 -0.50 -0.60 -0.099
H -7.932093 1.378295 -1.520167 0.52 -0.12 0.06 0.075
H -9.270485 2.301536 -0.942383 -0.32 0.18 -0.22 0.081
H -9.235681 0.585946 -0.667345 0.29 -0.12 0.78 0.085
H -7.524800 3.835237 0.460777 -0.21 0.25 0.47 0.123
H -6.448226 2.862438 -0.411360 0.30 -0.46 -0.13 0.101
H -6.754088 2.855168 2.552967 0.32 0.24 0.69 0.128
H -5.369477 3.685367 1.733925 -0.10 0.25 -0.14 0.124
H -3.459098 1.969712 2.257786 0.36 0.20 0.35 0.076
H -4.128754 0.355471 2.528024 0.32 0.06 0.30 0.070
H -4.553352 1.646334 3.657845 -0.25 0.26 0.05 0.092
C 1.145042 2.960543 9.363688 0.64 0.94 -0.76 -0.117
O 1.353667 2.445737 8.077116 -0.53 -1.62 -1.52 -0.220
C 0.630821 1.259860 7.619350 0.46 0.16 0.33 -0.149
C 1.395872 0.505779 6.539988 1.52 0.35 0.61 -0.167
O 2.680913 -0.005009 7.008135 -1.05 0.10 -0.80 -0.199
C 3.668127 0.916321 7.412682 0.48 -0.09 0.24 -0.116
H 0.092523 3.036392 9.636729 0.05 -0.22 0.27 0.090
H 1.565193 3.955299 9.215272 -0.44 0.44 0.43 0.087
H 1.820590 2.551274 10.114849 -0.43 -0.76 0.27 0.082
H -0.308448 1.540030 7.142500 -0.29 0.22 0.30 0.112
H 0.452143 0.567271 8.441841 -0.13 0.11 0.25 0.122
H 1.482444 1.142463 5.659511 0.52 0.39 -0.07 0.104
H 0.875080 -0.374337 6.162793 -0.35 -0.02 0.52 0.101
H 4.599053 0.358134 7.512279 -0.07 -0.31 0.20 0.079
H 3.420970 1.370428 8.372262 0.10 0.09 -0.10 0.077
H 3.929625 1.689719 6.690474 -0.57 0.24 -0.27 0.089
C 0.332068 -4.372416 1.367390 -0.20 -0.23 1.87 -0.135
O -0.191016 -4.153048 0.119428 -0.99 0.94 -1.20 -0.192
C 0.436353 -4.757525 -0.983885 0.58 -1.09 -0.25 -0.166
C -0.313932 -4.505441 -2.334951 1.46 0.68 0.53 -0.126
O 0.391155 -5.041685 -3.497399 -1.29 0.31 2.44 -0.187
C -0.139459 -6.256538 -3.931491 -0.02 -0.62 -1.94 -0.131
H -0.180681 -3.689393 2.044635 0.24 0.54 -0.05 0.069
H 1.408463 -4.299907 1.523050 0.29 0.43 -0.60 0.082
H 0.078303 -5.311522 1.859095 -0.20 -0.83 -0.62 0.091
H 0.451172 -5.824100 -0.759608 -0.06 -0.50 -0.42 0.131
H 1.494310 -4.496516 -1.010309 0.01 0.40 -0.42 0.096
H -0.355238 -3.439984 -2.561214 -0.06 0.16 0.36 0.112
H -1.334910 -4.847035 -2.164586 -0.09 -0.34 -0.64 0.104
H 0.472612 -7.146766 -3.786670 0.27 0.07 0.77 0.084
H -0.144928 -6.158400 -5.017051 -0.24 -0.16 -0.28 0.087
H -1.170010 -6.470066 -3.647794 0.02 0.22 0.39 0.087
C 4.168544 -4.565613 -0.288795 0.03 -0.13 -0.49 -0.097
O 3.863702 -5.399563 -1.393713 1.21 -1.57 -0.35 -0.219
C 5.064336 -5.904102 -2.059898 0.62 2.84 -1.40 -0.140
C 5.466468 -4.852272 -3.176141 -1.09 -0.28 -0.83 -0.186
O 4.704126 -4.902528 -4.417977 -0.84 -0.61 0.66 -0.195
C 3.252021 -4.849525 -4.167021 1.42 0.75 -0.01 -0.079
H 3.252139 -4.014510 -0.077657 0.12 0.00 0.24 0.064
H 4.945941 -3.846988 -0.548272 0.10 0.18 0.03 0.079
H 4.490304 -5.156612 0.568696 -0.04 0.01 0.20 0.095
H 5.069280 -6.880445 -2.544487 -1.18 -0.13 0.30 0.124
H 5.971399 -5.916697 -1.455594 -0.29 -0.01 0.90 0.108
H 6.515029 -4.959453 -3.453886 -0.01 -0.46 -0.22 0.113
H 5.394976 -3.810477 -2.863646 -0.26 -0.01 0.75 0.096
H 3.122778 -4.111855 -3.375039 -0.40 -0.45 0.37 0.082
H 2.846844 -5.839024 -3.955348 0.09 0.16 0.36 0.080
H 2.689590 -4.419221 -4.995650 0.56 -0.26 -0.52 0.069
C -4.476832 -2.773166 -1.899067 -0.15 -0.59 1.71 -0.145
O -4.277708 -2.196567 -3.122898 0.06 1.18 -1.23 -0.183
C -4.871021 -0.885927 -3.129964 -0.40 -0.24 -2.09 -0.157
C -4.743714 -0.209378 -4.575279 -0.63 -0.27 2.52 -0.200
O -3.532531 0.427642 -4.802576 2.40 -1.27 -0.04 -0.185
C -2.372229 -0.479453 -4.847966 -0.23 0.57 -0.35 -0.060
H -5.516809 -2.912781 -1.604021 -0.55 0.34 -0.27 0.074
H -4.039553 -2.115991 -1.147399 0.24 -0.20 0.57 0.089
H -4.091559 -3.788688 -1.807554 0.57 0.17 -0.42 0.082
H -4.531624 -0.209494 -2.345532 0.63 -0.10 0.11 0.122
H -5.929613 -1.053044 -2.931090 -0.39 0.20 -0.08 0.113
H -5.428200 0.638899 -4.577447 -0.47 -0.26 -0.03 0.106
H -5.066141 -0.948779 -5.308372 0.33 -0.08 -0.33 0.124
H -2.496678 -1.232044 -5.626569 -0.17 0.05 -0.15 0.091
H -2.092243 -1.021969 -3.944981 -0.85 0.13 0.49 0.066
H -1.470301 0.096117 -5.056149 -0.35 0.41 -0.36 0.069
```
Positions in Å, forces in eV/Å.

Summary:
**Multiplicity**: 1
**Total charge**: 0


The records above yield frontier orbital gap values of 10.852, 9.384 eV, respectively.
The records above yield energy relative to the best compared isomer or geometry (same formula, charge and spin) values of 170.1, 607.4 kJ/mol, respectively.
The records above yield E_HOMO values of -9.790, -8.986 eV, respectively.